No. 1
This record from the OMol25 dataset describes 2 unconnected molecules or ions with the total composition CH9N5O. The level of theory is wB97M-V/def2-TZVPD.

```
! wB97M-V def2-TZVPD RIJCOSX def2/J DEFGRID3
* xyz 0 1
H 0.4214 -2.5379 0.3737
N 0.3000 -2.1253 -0.5735
N -0.5522 -1.2697 -0.6848
N -1.2745 -0.7529 0.4867
N -2.3808 0.0348 0.1975
H -1.3418 -1.4237 1.2688
H -2.4439 0.8526 0.7958
H -3.2452 -0.4886 0.1201
C 1.1379 1.7180 -0.6040
N 1.0813 0.5466 0.2309
O 2.2393 -0.2708 0.1860
H 0.7457 2.5660 -0.0361
H 0.4872 1.5157 -1.4562
H 2.1351 1.9972 -0.9693
H 0.6020 0.5202 1.2260
H 2.0886 -0.8823 -0.5616
*
```

Values from the calculation:
- Strongest force on any atom: 3.59 eV Å⁻¹
- Molar mass: 107.12 g mol⁻¹
- SMILES string: [H]/N=N\NN.CNO
- Total energy: -392.30965 Ha
- Kohn-Sham gap: 0.325 hartree

Table of Löwdin atomic charges, one value per atom, all in e: 0.063 0.012 -0.079 -0.189 -0.012 0.118 0.075 0.071 -0.126 -0.244 -0.116 0.071 0.063 0.080 0.155 0.058

***

No. 2
This record from the OMol25 dataset describes C8H16OSi in the gas phase. The level of theory is wB97M-V/def2-TZVPD.

```
! wB97M-V def2-TZVPD RIJCOSX def2/J DEFGRID3
* xyz 0 1
C -0.8705 1.7284 0.6229
Si -1.7032 0.2361 -0.0363
C -2.0816 -0.8247 1.4412
C -2.9923 0.5684 -1.4083
O -0.6027 -0.6578 -0.9324
C 0.7143 -0.4756 -0.6616
C 1.4199 0.6773 -0.7123
C 2.8370 0.4326 -0.0930
C 2.8685 -1.0266 0.3485
C 1.6461 -1.6029 -0.3995
H -0.9610 2.6219 -0.0548
H -1.6451 1.9178 1.3373
H 0.1437 1.5666 0.9778
H -1.2284 -0.5756 2.0939
H -3.0883 -0.9274 1.8590
H -1.8449 -1.8519 1.0818
H -3.8771 0.6407 -0.8212
H -3.0987 -0.2309 -2.1786
H -3.0434 1.5427 -1.9661
H 1.0747 1.6463 -1.0314
H 3.5655 0.5782 -0.8763
H 2.9609 1.0402 0.8534
H 3.8116 -1.5648 0.1166
H 2.7053 -1.0222 1.4356
H 2.0861 -2.1222 -1.2971
H 1.2036 -2.3145 0.3009
*
```

Values from the calculation:
- Strongest force on any atom: 2.51 eV Å⁻¹
- Molar mass: 156.30 g mol⁻¹
- SMILES string: C[Si](C)(C)OC1=CCCC1
- Total energy: -679.15137 Ha
- Kohn-Sham gap: 0.331 hartree

Table of Löwdin atomic charges, one value per atom, all in e: -0.171 0.434 -0.143 -0.148 -0.122 -0.377 -0.047 -0.181 -0.198 -0.139 0.065 0.020 0.034 0.044 0.036 0.043 -0.010 0.044 0.046 0.099 0.093 0.116 0.114 0.105 0.135 0.108

***

No. 3
This record from the OMol25 dataset describes a molecular structure, C29H23FFeI2N3O5. The level of theory is wB97M-V/def2-TZVPD.

```
! wB97M-V def2-TZVPD RIJCOSX def2/J DEFGRID3
* xyz 0 6
Fe 0.3075 0.0396 0.0759
O -1.2497 -0.4022 -1.1908
C -1.9863 -1.3176 -1.6503
C -2.8556 -1.0340 -2.7486
C -3.6258 -2.0058 -3.3126
C -3.5802 -3.3312 -2.8232
C -2.8013 -3.6349 -1.7396
C -2.0051 -2.6595 -1.1071
C -1.3095 -2.9984 0.0799
N -0.5278 -2.1735 0.7022
N 0.0540 -2.5131 1.8269
C 0.5033 -1.4407 2.5016
O 0.2417 -0.2580 2.1504
C 1.3526 -1.6926 3.6815
C 1.6949 -0.6252 4.5081
C 2.5724 -0.8200 5.5604
C 3.1246 -2.0746 5.7789
C 2.7860 -3.1413 4.9572
C 1.8995 -2.9534 3.9109
H -2.8576 -0.0169 -3.1172
H -4.2716 -1.7611 -4.1459
H -4.1699 -4.1022 -3.3001
H -2.7966 -4.6437 -1.3444
H -1.4934 -3.9862 0.5118
H 1.2790 0.3509 4.2998
H 2.8399 0.0084 6.2026
H 3.8286 -2.2215 6.5882
H 3.2268 -4.1157 5.1225
H 1.6384 -3.7697 3.2526
I 2.2059 -1.4674 -1.5239
C 2.7231 0.3696 -2.5176
I 1.1792 1.1042 -3.7711
H 3.5857 0.1743 -3.1417
H 2.9294 1.0794 -1.7248
C 1.2845 6.6240 3.3369
C 1.0614 6.9261 1.8580
C -0.1096 7.8808 1.6734
C -0.3166 8.1630 0.1924
C -0.6017 6.8685 -0.5162
C -1.3689 6.8272 -1.6581
C -1.6152 5.6106 -2.2868
F -2.3586 5.6127 -3.4100
C -1.1371 4.4328 -1.7874
C -0.3435 4.4583 -0.6359
C 0.1886 3.1988 -0.1113
O -0.2793 2.1110 -0.4939
C 1.2655 3.3496 0.8142
C 1.5025 4.5664 1.3726
N 0.8119 5.6889 1.0851
C -0.0476 5.6780 -0.0052
C 2.2081 2.2141 1.1827
O 3.0300 2.4212 2.0667
O 2.1003 1.1567 0.4703
H 1.2657 7.5569 3.8989
H 2.2440 6.1472 3.5232
H 0.4974 5.9711 3.7158
H 1.9590 7.4040 1.4479
H 0.0987 8.8026 2.2161
H -1.0151 7.4363 2.0955
H 0.5885 8.6188 -0.2212
H -1.1371 8.8641 0.0386
H -1.7810 7.7356 -2.0781
H -1.3353 3.4869 -2.2709
H 2.2980 4.6265 2.1007
*
```

Values from the calculation:
- Strongest force on any atom: 1.98 eV Å⁻¹
- Molar mass: 822.17 g mol⁻¹
- Total energy: -3618.38783 Ha
- <S²>: 8.811
- Kohn-Sham gap (spin up / spin down): 0.282 / 0.214 hartree

Table of Löwdin atomic charges, one value per atom, all in e: 0.750 -0.119 -0.334 0.001 -0.069 -0.078 -0.049 -0.121 -0.067 -0.049 0.081 -0.413 -0.055 -0.145 -0.008 -0.071 -0.084 -0.081 -0.029 0.118 0.107 0.102 0.112 0.129 0.118 0.104 0.101 0.101 0.104 0.921 -1.095 0.755 -0.041 -0.048 -0.040 -0.306 -0.148 -0.128 -0.139 0.052 -0.257 0.065 0.071 -0.039 -0.285 -0.049 -0.017 0.033 0.027 -0.073 -0.604 0.038 -0.167 0.085 0.077 0.099 0.157 0.122 0.136 0.129 0.121 0.132 0.127 0.135

***

No. 4
This record from the OMol25 dataset describes 3 unconnected molecules or ions with the total composition C4H12OS2. The level of theory is wB97M-V/def2-TZVPD.

```
! wB97M-V def2-TZVPD RIJCOSX def2/J DEFGRID3
* xyz 0 1
C -0.1371 0.7703 -2.2278
C 0.4683 -0.3750 -1.4461
S 1.8394 0.0852 -0.3384
S -2.0654 0.7297 0.3412
C -1.0631 0.1317 1.6681
C -0.1924 1.3514 2.1832
H 0.4070 1.0685 -3.1265
H -1.1902 0.6288 -2.4833
H -0.0490 1.7123 -1.6610
H -0.3443 -0.8180 -0.8221
H 0.8612 -1.0644 -2.1880
H -0.4085 -0.7214 1.4011
H -1.7681 -0.1805 2.4435
H -0.8303 2.2345 2.0400
H 0.1123 1.1697 3.2134
H 0.6377 1.3796 1.4761
H 1.2066 -2.1376 0.0960
H 1.6574 -3.5404 0.1578
O 0.9305 -3.0244 -0.2159
*
```

Values from the calculation:
- Strongest force on any atom: 2.04 eV Å⁻¹
- Molar mass: 140.27 g mol⁻¹
- Total energy: -1031.03435 Ha
- Kohn-Sham gap: 0.159 hartree

Table of Löwdin atomic charges, one value per atom, all in e: -0.247 -0.694 0.690 0.745 -0.683 -0.163 0.068 0.059 0.048 0.034 0.075 0.056 0.049 0.049 0.070 -0.014 -0.076 0.040 -0.106